(P)
Computed, not measured: a single C5H9NOS molecule, with ωB97M-V/def2-TZVPD.

Last column: natural (NBO) charge in e.
Positions of all 17 atoms, in Å:
H1 1.737 2.049 -1.356  0.2107
S1 -1.257 -0.215 -0.366  0.3086
H2 2.301 1.026 -2.749  0.2026
H3 -1.121 1.659 -1.584  0.1721
H4 -0.893 -1.497 -0.566  0.1182
H5 -1.448 -2.268 1.237  0.1956
C1 -0.624 -0.371 1.774  -0.4399
H6 1.243 2.284 -3.160  0.1745
H7 -1.254 0.399 1.994  0.2275
C2 -0.688 0.723 -1.772  -0.1270
C3 1.469 1.506 -2.288  -0.2775
C4 0.738 -0.009 1.854  0.2480
H8 0.008 -2.421 2.368  0.2281
H9 -1.518 -1.873 2.925  0.2177
N1 1.810 0.414 1.931  -0.3619
O1 0.462 0.466 -2.321  -0.4989
C5 -0.966 -1.873 2.079  -0.5983

Summary:
Gap between HOMO and LUMO (alpha / beta) = 7.431 / 7.401 eV



(Q)
Computed, not measured: a molecular structure, C5H9NOS, with ωB97M-V/def2-TZVPD.

Last column: natural (NBO) charge in e.
Positions of all 17 atoms, in Å:
C1 0.793 0.262 0.991  -0.2737
O1 0.198 1.903 -0.804  -0.7059
H1 0.043 -2.353 0.365  0.2037
H2 0.368 -0.160 1.915  0.2107
H3 1.406 1.135 1.347  0.2213
H4 2.092 -0.362 -0.497  0.3383
H5 -0.601 -0.460 -1.922  0.2282
N1 1.574 -0.798 0.266  -0.5998
H6 -2.126 1.797 -0.014  0.2316
C2 0.536 -1.633 -0.351  -0.2563
H7 0.920 1.647 -1.398  0.4680
C3 -0.219 0.736 -0.082  0.2225
C4 -1.639 0.949 0.503  -0.5158
H8 1.022 -2.304 -1.077  0.2131
C5 -0.515 -0.613 -0.827  -0.3816
S1 -2.135 -0.734 -0.017  0.1790
H9 -1.718 0.987 1.601  0.2167

Summary:
Gap between HOMO and LUMO = 9.414 eV



Pick (Q): it beats the second-best structure by 402.4 kJ/mol.



(P)
Computed, not measured: a molecular structure, C5H9NOS, with ωB97M-V/def2-TZVPD.

Last column: natural (NBO) charge in e.
Positions of all 17 atoms, in Å:
H1 -2.922 -1.998 -0.095  0.2148
C1 -0.518 0.953 1.025  -0.2397
C2 1.096 -0.900 0.168  -0.2059
H2 0.504 1.274 1.530  0.2099
N1 -0.855 1.961 -0.039  -0.6302
C3 -0.535 0.795 -1.016  -0.2536
H3 -2.799 -0.252 -0.841  0.1882
S1 2.624 -0.195 -0.067  0.0054
H4 1.091 -2.038 0.610  0.2359
H5 -1.400 0.496 -1.823  0.2071
C4 -0.308 -0.210 0.024  0.0935
H6 -2.812 -0.550 1.009  0.1872
O1 -1.194 -1.308 -0.067  -0.5325
H7 -0.145 2.738 -0.113  0.3675
H8 0.474 0.849 -1.426  0.2209
H9 -1.281 0.755 1.851  0.2059
C5 -2.596 -0.875 -0.004  -0.2744

Summary:
Gap between HOMO and LUMO = 8.386 eV



(Q)
Computed, not measured: a molecular structure, C5H9NOS, with ωB97M-V/def2-TZVPD.

Last column: natural (NBO) charge in e.
Positions of all 17 atoms, in Å:
C1 -0.387 0.604 -0.036  0.5420
H1 1.986 -1.132 -2.097  0.2365
H2 1.448 2.081 0.258  0.2375
C2 1.810 -0.434 -0.087  0.3201
N1 -1.644 0.615 -0.027  -0.6823
H3 1.884 -1.345 1.797  0.2531
H4 1.581 0.588 1.698  0.2245
H5 0.345 2.188 -1.499  0.2304
C3 2.207 -0.321 1.408  -0.6857
H6 -3.728 0.028 -0.006  0.1181
H7 3.641 -0.626 -1.063  0.2252
S1 -2.544 -0.731 0.051  0.2027
C4 2.529 -0.733 -1.210  -0.4744
C5 0.334 1.945 -0.168  -0.7038
H8 3.334 0.027 1.595  0.2331
H9 -0.508 2.603 0.241  0.2558
O1 0.409 -0.424 -0.125  -0.5326

Summary:
Gap between HOMO and LUMO = 8.882 eV



Pick (Q): it beats the second-best structure by 55.3 kJ/mol.



(P)
Computed, not measured: 2 unconnected molecules or ions with the total composition C4H5ClN2, with ωB97M-V/def2-TZVPD.

Last column: natural (NBO) charge in e.
Positions of all 12 atoms, in Å:
C1 -0.963 -0.834 -0.209  -0.2024
H1 -2.254 0.366 -2.037  0.2500
C2 -1.522 -0.130 -1.385  -0.0834
Cl1 -1.044 -2.637 -0.429  -0.0981
H2 0.725 1.044 2.950  0.3786
H3 -0.973 -0.541 0.916  0.2790
N1 2.161 0.472 -1.923  -0.2501
N2 0.709 0.753 2.011  -1.1168
H4 1.041 1.450 1.211  0.3803
C3 1.074 0.213 -1.615  0.2337
H5 1.260 -0.086 1.802  0.3707
C4 -0.216 -0.069 -1.292  -0.1415

Summary:
Gap between HOMO and LUMO = 9.960 eV



(Q)
Computed, not measured: a single C4H5ClN2 molecule, with ωB97M-V/def2-TZVPD.

Last column: natural (NBO) charge in e.
Positions of all 12 atoms, in Å:
C1 0.449 -1.056 -0.007  0.0893
N1 -1.067 -0.194 -1.680  -0.6115
H1 1.008 1.438 2.053  0.2267
C2 1.132 -0.564 1.076  -0.3165
C3 -0.211 1.043 0.291  -0.0903
N2 -0.331 -0.041 -0.515  -0.2048
H2 -0.824 1.925 0.149  0.2119
H3 -0.897 0.604 -2.288  0.3596
H4 -2.036 -0.136 -1.391  0.3543
C4 0.617 0.731 1.327  -0.2878
Cl1 0.463 -2.586 -0.785  0.0389
H5 1.697 -1.163 1.771  0.2301

Summary:
Gap between HOMO and LUMO = 9.125 eV



Pick (Q): it beats the second-best structure by 207.7 kJ/mol.



(P)
Computed, not measured: a single C4H5NOS2 molecule, with ωB97M-V/def2-TZVPD.

Last column: natural (NBO) charge in e.
Positions of all 13 atoms, in Å:
H1 2.265 0.053 -1.858  0.2005
O1 -2.387 1.007 0.766  -0.5558
N1 -0.162 0.551 0.952  -0.6321
H2 -2.171 -1.730 0.486  0.2579
H3 1.629 1.677 -1.160  0.1923
S1 2.518 0.200 0.548  0.2997
C1 2.095 0.719 -1.035  -0.6705
C2 -1.512 -1.080 -0.091  -0.6426
S2 0.165 -1.777 -0.086  0.3310
H4 0.073 1.440 1.375  0.4320
C3 -1.446 0.283 0.571  0.6743
H5 -1.898 -1.004 -1.109  0.2551
C4 0.832 -0.338 0.642  -0.1418

Summary:
Gap between HOMO and LUMO (alpha / beta) = 7.844 / 6.967 eV



(Q)
Computed, not measured: a single C4H5NOS2 molecule, with ωB97M-V/def2-TZVPD.

Last column: natural (NBO) charge in e.
Positions of all 13 atoms, in Å:
O1 -1.137 -0.984 -1.409  -0.6759
S1 0.669 -2.208 3.141  -0.1600
H1 -1.136 -0.234 -2.101  0.5056
H2 -0.905 -2.392 0.682  0.4324
H3 -0.002 2.837 -0.147  0.2453
S2 1.205 0.298 1.371  0.3971
N1 -0.381 -1.578 0.724  -0.5701
C1 0.444 -1.276 1.769  -0.0923
C2 -0.429 -0.658 -0.275  0.4619
H4 -0.307 1.882 -1.833  0.2095
H5 1.357 1.968 -1.025  0.2270
C3 0.311 1.866 -0.774  -0.6369
C4 0.313 0.478 -0.124  -0.3437

Summary:
Gap between HOMO and LUMO = 7.858 eV



(R)
Computed, not measured: a single C4H5NOS2 molecule, with ωB97M-V/def2-TZVPD.

Last column: natural (NBO) charge in e.
Positions of all 13 atoms, in Å:
H1 -2.917 -0.033 0.947  0.2613
H2 0.933 1.036 0.948  0.2128
H3 -0.589 -0.673 1.696  0.2082
C1 -1.843 1.492 0.048  0.2663
H4 -3.393 0.180 -0.820  0.2835
C2 -0.326 -1.309 0.836  -0.2080
S1 -1.374 -0.975 -0.667  0.2478
C3 1.494 0.178 0.353  0.0061
H5 -0.411 -2.503 0.946  0.2413
N1 -1.107 2.358 0.283  -0.3198
O1 1.017 -1.095 0.472  -0.5191
S2 2.949 0.407 -0.371  -0.0021
C4 -2.529 0.196 -0.046  -0.6783

Summary:
Gap between HOMO and LUMO = 8.924 eV



Pick (Q): it beats the second-best structure by 129.8 kJ/mol.



(P)
Computed, not measured: a gas-phase ion, C2H5N4 (charge +1), with ωB97M-V/def2-TZVPD.

Last column: natural (NBO) charge in e.
Positions of all 11 atoms, in Å:
H1 -1.879 -1.477 -1.342  0.4471
H2 1.874 -0.608 0.198  0.3228
C1 -0.268 -0.573 -0.444  0.2815
H3 -0.312 2.057 0.665  0.4426
N1 0.735 -0.418 -1.308  -0.0928
N2 1.880 -0.278 -0.825  -0.1715
H4 1.101 1.434 1.760  0.4481
H5 -2.290 -0.622 0.125  0.4424
N3 0.377 1.279 1.089  -0.6523
C2 0.318 0.144 0.583  0.2730
N4 -1.535 -0.938 -0.500  -0.7409

Summary:
Gap between HOMO and LUMO = 8.924 eV
Charge = +1



(Q)
Computed, not measured: a gas-phase ion, C2H5N4 (charge +1), with ωB97M-V/def2-TZVPD.

Last column: natural (NBO) charge in e.
Positions of all 11 atoms, in Å:
H1 1.771 -0.491 -0.070  0.2799
N1 -0.891 -0.556 0.601  -0.3060
H2 -1.663 -1.215 0.833  0.4759
N2 0.194 1.596 0.518  0.0871
N3 0.858 1.415 -0.444  -0.0245
N4 -0.609 0.754 1.113  -0.2645
C1 -0.360 -0.709 -0.525  0.1800
H3 -0.713 -1.346 -1.346  0.2571
H4 -0.851 0.998 2.060  0.4467
C2 0.953 -0.199 -0.824  -0.4182
H5 1.313 -0.246 -1.915  0.2864

Summary:
Gap between HOMO and LUMO = 9.006 eV
Charge = +1



Pick (P): it beats the second-best structure by 15.6 kJ/mol.



(P)
Computed, not measured: a molecular structure, C3H4O2S, with ωB97M-V/def2-TZVPD.

Last column: natural (NBO) charge in e.
Positions of all 10 atoms, in Å:
O1 -0.371 1.764 -2.630  -0.8733
C1 -1.115 -0.448 -0.801  -0.4767
O2 -1.852 2.046 -0.644  -0.9149
H1 1.458 0.622 -0.220  0.2403
H2 -1.801 -1.293 -1.204  0.2655
H3 -0.017 -1.409 0.620  0.2291
H4 0.420 1.748 0.915  0.2622
S1 -0.828 1.221 -1.181  2.0340
C2 0.490 0.880 0.113  -0.6256
C3 -0.241 -0.490 0.191  -0.1406

Summary:
Gap between HOMO and LUMO = 10.695 eV



(Q)
Computed, not measured: a single C3H4O2S molecule, with ωB97M-V/def2-TZVPD.

Last column: natural (NBO) charge in e.
Positions of all 10 atoms, in Å:
C1 -0.397 0.233 1.354  -0.3993
S1 -1.591 0.177 -0.064  1.9994
H1 1.545 0.706 -1.295  0.2517
H2 1.035 -0.906 -1.238  0.2539
O1 -2.188 -1.230 -0.284  -0.8757
C2 1.314 -0.105 -0.632  -0.6832
O2 -2.340 1.381 -0.321  -0.8643
H3 2.312 -0.436 -0.065  0.2389
C3 0.183 0.148 0.167  -0.1660
H4 0.127 0.033 2.378  0.2445

Summary:
Gap between HOMO and LUMO = 10.508 eV



Pick (P): it beats the second-best structure by 69.6 kJ/mol.



(P)
Computed, not measured: a single C3H4O2S molecule, with ωB97M-V/def2-TZVPD.

Last column: natural (NBO) charge in e.
Positions of all 10 atoms, in Å:
O1 3.097 1.210 -0.540  -0.8871
H1 -2.460 0.655 0.992  0.2618
H2 -2.600 -0.241 -0.593  0.2463
C1 -2.031 -0.128 0.341  -0.7077
S1 2.127 0.172 -0.297  1.9907
H3 1.631 -0.497 -1.619  0.0020
C2 0.496 0.555 0.158  -0.3925
O2 2.579 -0.853 0.589  -0.9161
H4 -2.213 -1.008 0.914  0.2521
C3 -0.627 0.136 0.054  0.1506

Summary:
Gap between HOMO and LUMO = 10.445 eV



(Q)
Computed, not measured: a molecular structure, C3H4O2S, with ωB97M-V/def2-TZVPD.

Last column: natural (NBO) charge in e.
Positions of all 10 atoms, in Å:
H1 0.796 -0.967 -1.420  0.2396
O1 -2.126 -1.141 -0.365  -0.8940
H2 0.068 -0.263 2.211  0.2350
S1 -1.268 -0.071 -0.128  2.0752
O2 -1.930 1.219 -0.065  -0.9284
H3 0.874 0.946 -1.497  0.2372
C1 1.008 0.084 0.352  -0.1883
C2 0.602 0.027 -1.012  -0.5688
H4 1.967 0.200 0.741  0.2254
C3 0.010 -0.034 1.182  -0.4330

Summary:
Gap between HOMO and LUMO = 11.168 eV



Pick (Q): it beats the second-best structure by 96.2 kJ/mol.



(P)
Computed, not measured: 2 unconnected molecules or ions with the total composition C3H4O2S, with ωB97M-V/def2-TZVPD.

Last column: natural (NBO) charge in e.
Positions of all 10 atoms, in Å:
C1 1.613 0.474 -0.998  0.0136
S1 -4.236 0.094 2.434  1.4554
C2 1.981 1.615 -0.982  -0.2698
H1 2.471 -1.276 -0.937  0.2433
H2 0.701 -1.177 -1.403  0.2421
O1 -3.703 0.594 0.662  -0.7095
H3 2.128 2.643 -1.152  0.2284
O2 -3.734 -1.173 2.830  -0.7458
C3 1.489 -0.875 -0.783  -0.7004
H4 1.289 -0.918 0.327  0.2427

Summary:
Gap between HOMO and LUMO (alpha / beta) = 6.712 / 6.715 eV



(Q)
Computed, not measured: 2 unconnected molecules or ions with the total composition C3H4O2S, with ωB97M-V/def2-TZVPD.

Last column: natural (NBO) charge in e.
Positions of all 10 atoms, in Å:
H1 -1.127 0.193 1.680  0.2381
C1 0.285 -0.331 -0.658  0.6271
O1 -1.704 -1.684 -0.950  -0.5025
H2 -2.673 -0.144 0.953  0.2546
O2 1.246 0.281 -0.885  -0.3985
C2 -1.591 0.149 0.695  -0.6906
C3 -1.022 -0.795 -0.431  0.2619
H3 4.299 0.788 -0.828  0.0772
H4 -1.567 1.184 0.146  0.2263
S1 3.855 0.359 0.278  -0.0939

Summary:
Gap between HOMO and LUMO (alpha / beta) = 6.267 / 9.127 eV



Pick (Q): it beats the second-best structure by 214.5 kJ/mol.